1.
Below is a molecular structure, C33H33Cl5FeN4O2Si, with properties calculated with ωB97M-V with the def2-TZVPD basis set.

Each line ends with the Löwdin charge.
Element x y z (Å)
Fe  0.475  -0.724  0.224  0.612
O  -1.003  0.786  3.897  -0.026
C  -0.725  0.028  2.953  -0.494
N  0.428  -0.143  2.304  0.035
C  1.620  0.357  2.848  -0.229
C  1.777  0.715  4.191  -0.036
C  3.015  1.079  4.701  -0.135
C  4.121  1.102  3.872  -0.136
C  3.991  0.762  2.531  -0.033
C  2.753  0.392  1.989  -0.230
N  2.530  0.011  0.655  0.038
C  3.508  0.085  -0.241  -0.495
O  4.678  0.501  -0.137  -0.035
C  3.123  -0.412  -1.623  -0.189
C  4.076  -0.390  -2.640  -0.011
C  3.723  -0.850  -3.893  -0.083
C  2.432  -1.320  -4.097  -0.072
C  1.552  -1.299  -3.029  -0.151
N  1.887  -0.851  -1.821  0.089
C  -1.857  -0.887  2.503  -0.206
C  -3.123  -0.719  3.061  -0.023
C  -4.120  -1.615  2.730  -0.080
C  -3.826  -2.662  1.866  -0.079
C  -2.544  -2.738  1.348  -0.154
N  -1.586  -1.867  1.651  0.115
H  0.909  0.706  4.830  0.085
H  3.103  1.349  5.749  0.079
H  5.096  1.387  4.256  0.079
H  4.847  0.785  1.880  0.078
H  5.058  -0.009  -2.400  0.105
H  4.443  -0.847  -4.704  0.093
H  2.106  -1.693  -5.059  0.093
H  0.532  -1.646  -3.144  0.059
H  -3.272  0.110  3.738  0.110
H  -5.117  -1.505  3.142  0.095
H  -4.572  -3.394  1.584  0.092
H  -2.273  -3.521  0.649  0.091
Cl  -1.605  -2.528  -2.046  0.676
C  -0.380  -3.495  -1.229  -0.700
C  0.426  -2.878  -0.288  -0.242
C  1.304  -3.740  0.365  -0.682
Cl  2.309  -3.094  1.638  0.695
C  1.420  -5.098  0.076  -0.709
Cl  2.555  -6.109  0.910  0.618
C  0.606  -5.657  -0.909  -0.720
Cl  0.736  -7.340  -1.305  0.611
C  -0.314  -4.849  -1.564  -0.714
Cl  -1.351  -5.544  -2.772  0.613
C  -0.901  1.095  -2.925  -0.253
Si  -0.860  1.181  -0.998  0.702
C  0.057  2.900  -0.721  -0.654
C  -0.692  4.144  -1.204  -0.127
C  0.415  3.088  0.757  -0.105
C  1.376  2.842  -1.501  -0.119
C  -2.787  1.465  -0.655  -0.647
C  -3.521  2.362  -1.660  -0.126
C  -3.462  0.092  -0.746  -0.153
C  -3.028  2.021  0.751  -0.105
H  -1.258  2.027  -3.381  0.009
H  -1.564  0.287  -3.259  -0.002
H  0.089  0.887  -3.336  -0.009
H  -1.574  4.354  -0.597  0.054
H  -1.012  4.058  -2.247  0.063
H  -0.034  5.025  -1.133  0.069
H  -0.466  3.137  1.401  0.067
H  0.982  4.021  0.896  0.078
H  1.037  2.269  1.121  0.050
H  1.216  2.746  -2.579  0.066
H  1.993  2.008  -1.170  0.051
H  1.952  3.763  -1.329  0.077
H  -3.431  1.983  -2.681  0.061
H  -3.162  3.391  -1.654  0.049
H  -4.596  2.388  -1.415  0.070
H  -3.394  -0.314  -1.761  0.044
H  -4.531  0.174  -0.493  0.076
H  -3.009  -0.634  -0.075  0.026
H  -2.734  3.070  0.825  0.060
H  -2.475  1.477  1.522  0.052
H  -4.098  1.961  1.008  0.076

Results
E_LUMO (alpha / beta) in eV: 4.0 / 4.0
Spin multiplicity: 5
HOMO level (alpha / beta) in eV: -1.19 / -1.70
Largest force on an atom in hartree/bohr: 0.0048
Total charge: -2
Energy relative to the best compared isomer or geometry (same formula, charge and spin) in kcal per mole: 1.0
Frontier orbital gap (alpha / beta) in eV: 5.19 / 5.70

=====

2.
Below is a molecular structure, C33H33Cl9N7O4V, with properties calculated with ωB97M-V with the def2-TZVPD basis set.

Each line ends with the Löwdin charge.
Element x y z (Å)
O  19.429  -12.678  9.432  -0.242
V  19.353  -12.084  7.949  1.164
N  20.525  -9.952  5.574  -0.596
O  20.237  -10.136  4.383  0.011
O  20.131  -10.736  6.416  -0.151
O  21.056  -8.913  5.895  0.019
N  16.793  -6.957  5.030  0.082
C  15.537  -6.808  5.602  -0.164
C  14.585  -7.767  5.580  -0.085
C  14.933  -9.081  5.130  -0.064
C  16.242  -9.286  4.744  -0.100
C  17.146  -8.214  4.746  -0.147
H  15.263  -5.788  5.825  0.106
H  13.581  -7.498  5.873  0.112
H  14.188  -9.859  5.208  0.111
H  16.405  -10.271  4.331  0.103
H  18.192  -8.273  4.484  0.095
N  22.851  -8.214  0.650  0.069
C  23.565  -8.944  -0.238  -0.152
C  23.223  -10.248  -0.620  -0.065
C  22.191  -10.919  0.060  -0.095
C  21.488  -10.228  1.052  -0.117
C  21.841  -8.909  1.302  -0.137
H  24.422  -8.516  -0.737  0.102
H  23.845  -10.780  -1.323  0.101
H  21.942  -11.934  -0.214  0.083
H  20.667  -10.603  1.646  0.066
H  21.321  -8.431  2.119  0.090
N  25.574  -11.609  6.311  0.300
C  24.491  -10.815  6.034  -0.022
C  24.126  -10.457  4.728  0.003
C  25.014  -10.802  3.697  0.021
C  26.101  -11.612  3.982  0.006
C  26.311  -11.984  5.276  -0.068
H  23.797  -10.577  6.826  0.113
H  23.202  -9.933  4.530  0.114
H  24.808  -10.466  2.691  0.135
H  26.850  -11.832  3.235  0.144
H  27.062  -12.716  5.532  0.155
N  21.733  -10.998  8.925  0.050
C  22.137  -9.675  8.932  -0.102
C  23.376  -9.262  9.396  -0.066
C  24.270  -10.132  9.960  -0.044
C  23.893  -11.489  10.013  -0.028
C  22.633  -11.817  9.500  -0.152
H  21.446  -9.055  8.379  0.072
H  23.694  -8.251  9.189  0.110
H  25.253  -9.762  10.213  0.121
H  24.611  -12.196  10.401  0.112
H  22.430  -12.867  9.349  0.100
N  18.220  -10.380  8.691  -0.039
C  17.137  -9.917  7.982  -0.069
C  16.134  -9.060  8.484  -0.035
C  16.295  -8.566  9.730  -0.053
C  17.401  -8.955  10.500  -0.006
C  18.324  -9.811  9.930  -0.101
H  16.988  -10.327  6.994  0.092
H  15.378  -8.727  7.788  0.096
H  15.658  -7.763  10.069  0.127
H  17.557  -8.539  11.484  0.127
H  19.039  -10.273  10.595  0.115
N  20.828  -13.614  7.024  -0.020
C  20.539  -14.982  7.164  -0.077
C  21.547  -15.933  7.009  -0.032
C  22.785  -15.518  6.557  -0.025
C  23.015  -14.180  6.240  -0.040
C  21.985  -13.244  6.447  -0.149
H  19.592  -15.257  7.604  0.118
H  21.301  -16.967  7.201  0.126
H  23.591  -16.216  6.383  0.125
H  23.937  -13.800  5.826  0.091
H  22.213  -12.215  6.212  0.081
C  20.348  -13.419  2.862  -1.500
Cl  19.517  -13.412  1.316  0.598
Cl  22.100  -13.245  2.709  0.542
Cl  20.099  -15.047  3.584  0.516
H  20.003  -12.667  3.571  -0.001
C  23.160  -6.366  4.732  -1.570
Cl  24.700  -6.853  4.052  0.546
Cl  22.540  -4.871  4.021  0.550
Cl  23.225  -6.176  6.485  0.509
H  22.412  -7.119  4.485  -0.015
C  19.152  -6.058  7.415  -1.475
Cl  20.543  -6.089  8.556  0.491
Cl  19.566  -4.849  6.172  0.533
Cl  17.548  -5.758  8.156  0.566
H  19.008  -7.034  6.951  -0.019

Results
E_LUMO (alpha / beta) in eV: -7.7 / -10.7
Spin multiplicity: 3
HOMO level (alpha / beta) in eV: -13.34 / -13.33
Largest force on an atom in hartree/bohr: 0.1086
Total charge: +2
Frontier orbital gap (alpha / beta) in eV: 5.60 / 2.58

=====

3.
Below is a molecular structure, C33H33CrF3N3O7P2STe2, with properties calculated with ωB97M-V with the def2-TZVPD basis set.

Each line ends with the Löwdin charge.
Element x y z (Å)
Cr  1.661  -0.780  -1.096  0.706
O  -0.033  2.577  -2.328  -0.158
P  0.453  1.060  -2.338  0.120
O  -0.056  0.346  -3.526  -0.320
O  0.097  0.442  -0.930  -0.572
O  2.068  1.123  -2.251  -0.427
P  3.037  -0.100  -3.282  0.814
O  4.376  0.812  -3.415  -0.241
O  1.005  -2.239  -2.849  -0.010
O  3.371  -1.038  -2.064  -0.486
H  -0.437  2.784  -3.181  0.096
H  4.918  0.770  -2.614  0.064
C  1.832  7.893  3.931  -0.061
C  1.275  6.673  3.242  -0.284
C  0.475  5.763  3.917  -0.034
C  -0.028  4.621  3.298  -0.330
C  -0.928  3.708  4.094  -0.121
C  0.274  4.382  1.941  -0.546
Te  -0.448  2.641  0.965  0.973
C  1.071  5.309  1.238  -0.329
C  1.427  5.122  -0.218  -0.101
C  1.555  6.432  1.901  -0.037
H  1.510  7.942  4.971  0.069
H  1.507  8.806  3.427  0.076
H  2.924  7.882  3.914  0.076
H  0.230  5.945  4.960  0.107
H  -0.904  3.966  5.154  0.067
H  -0.637  2.666  3.978  0.029
H  -1.960  3.793  3.745  0.073
H  0.590  4.717  -0.778  0.022
H  2.261  4.424  -0.337  0.069
H  1.722  6.072  -0.666  0.072
H  2.165  7.145  1.353  0.113
F  5.593  2.740  3.289  0.156
C  5.605  1.407  3.197  -0.587
F  6.843  1.032  2.833  0.150
F  5.392  0.911  4.429  0.152
C  4.575  0.894  2.229  -0.092
C  3.706  1.741  1.583  0.056
C  2.781  1.201  0.700  -0.107
N  2.677  -0.116  0.468  -0.033
C  3.526  -0.931  1.122  -0.090
C  4.483  -0.473  1.995  0.020
H  3.744  2.811  1.733  0.136
H  2.100  1.841  0.156  0.021
H  3.430  -1.989  0.915  0.113
H  5.144  -1.172  2.490  0.132
N  -0.633  -7.314  -0.018  0.097
C  -0.276  -6.672  -1.142  -0.808
S  -0.320  -7.410  -2.608  0.726
C  0.219  -5.259  -0.963  -0.190
C  0.392  -4.451  -2.066  0.030
C  0.832  -3.154  -1.872  -0.399
N  1.122  -2.635  -0.674  0.014
C  0.974  -3.428  0.391  -0.062
C  0.525  -4.726  0.292  0.010
H  -1.043  -8.227  -0.130  0.102
H  -0.864  -6.799  0.815  0.096
H  0.166  -4.832  -3.054  0.104
H  0.722  -2.560  -3.714  0.156
H  1.220  -2.984  1.348  0.134
H  0.441  -5.312  1.196  0.116
Te  -2.039  -1.615  -1.596  1.517
C  -3.897  -0.628  -1.757  -0.509
C  -4.285  -0.104  -2.987  -0.139
C  -5.507  0.546  -3.112  -0.087
C  -6.341  0.676  -2.010  -0.088
C  -5.948  0.165  -0.779  -0.084
C  -4.727  -0.483  -0.651  -0.133
C  -2.947  -3.544  -1.548  -0.515
C  -3.221  -4.166  -0.329  -0.153
C  -3.737  -5.459  -0.294  -0.105
C  -3.972  -6.147  -1.478  -0.099
C  -3.693  -5.540  -2.696  -0.094
C  -3.182  -4.247  -2.730  -0.141
H  -3.629  -0.206  -3.844  0.092
H  -5.808  0.949  -4.072  0.102
H  -7.295  1.179  -2.108  0.102
H  -6.593  0.273  0.085  0.103
H  -4.420  -0.879  0.310  0.095
H  -3.036  -3.630  0.595  0.090
H  -3.965  -5.924  0.659  0.101
H  -4.365  -7.157  -1.453  0.103
H  -3.869  -6.079  -3.620  0.106
H  -2.973  -3.774  -3.683  0.095

Results
E_LUMO (alpha / beta) in eV: -2.3 / -2.0
Spin multiplicity: 2
HOMO level (alpha / beta) in eV: -5.71 / -5.53
Largest force on an atom in hartree/bohr: 0.0474
Energy relative to the best compared isomer or geometry (same formula, charge and spin) in kcal per mole: 19.1
Frontier orbital gap (alpha / beta) in eV: 3.45 / 3.56